{
  "formula": "C22H62B2FInN4O7P",
  "method": "ωB97M-V/def2-TZVPD",
  "symbols": ["C", "B", "O", "In", "C", "C", "C", "F", "B", "O", "O", "P", "C", "C", "H", "H", "H", "H", "H", "H", "H", "H", "H", "H", "H", "H", "H", "H", "H", "H", "H", "H", "C", "C", "C", "O", "C", "N", "H", "H", "H", "H", "H", "H", "H", "H", "H", "H", "H", "C", "C", "C", "O", "C", "N", "H", "H", "H", "H", "H", "H", "H", "H", "H", "H", "H", "C", "C", "C", "O", "C", "N", "H", "H", "H", "H", "H", "H", "H", "H", "H", "H", "H", "C", "C", "C", "O", "C", "N", "H", "H", "H", "H", "H", "H", "H", "H", "H", "H", "H"],
  "xyz": [[-2.02, 0.63, 0.45], [-1.29, -0.29, -0.68], [0.11, -0.49, -0.49], [-2.60, -1.10, -2.37], [-1.52, -1.69, -4.26], [-0.46, -2.82, -4.10], [0.61, -2.55, -3.03], [1.15, -1.30, -3.26], [-4.01, 0.63, -2.98], [-4.42, 0.86, -4.32], [-4.52, 1.59, -2.05], [-3.94, -3.15, -1.63], [-5.79, -2.87, -1.74], [-3.45, -3.73, 0.10], [-1.56, 0.49, 1.46], [-1.93, 1.67, 0.10], [-3.09, 0.35, 0.48], [0.28, -1.25, 0.06], [-1.12, -0.79, -4.78], [-2.29, -2.10, -4.95], [-0.92, -3.82, -3.93], [0.08, -2.92, -5.08], [1.47, -3.26, -3.06], [0.15, -2.66, -2.03], [-4.10, 0.15, -4.88], [-4.96, 1.15, -1.33], [-6.27, -3.85, -1.97], [-6.05, -2.21, -2.59], [-6.24, -2.52, -0.78], [-2.99, -2.95, 0.74], [-2.75, -4.58, -0.02], [-4.35, -4.14, 0.61], [-8.64, 4.99, -0.86], [-8.93, 3.69, -0.12], [-7.93, 2.56, -0.41], [-8.07, 1.94, -1.67], [-7.54, 2.68, -2.76], [-10.31, 3.27, -0.40], [-8.97, 4.96, -1.90], [-9.18, 5.82, -0.39], [-7.58, 5.23, -0.84], [-8.86, 3.91, 0.95], [-8.09, 1.77, 0.32], [-6.89, 2.91, -0.27], [-6.63, 3.21, -2.49], [-8.29, 3.38, -3.15], [-7.30, 1.98, -3.56], [-10.54, 2.48, 0.18], [-10.32, 2.89, -1.35], [2.30, -4.07, 4.39], [0.87, -3.56, 4.53], [-0.02, -3.84, 3.30], [0.23, -3.00, 2.19], [1.37, -3.35, 1.42], [0.90, -2.14, 4.87], [2.92, -3.41, 3.78], [2.78, -4.13, 5.37], [2.32, -5.07, 3.95], [0.42, -4.10, 5.38], [-1.06, -3.63, 3.59], [0.02, -4.89, 3.01], [1.51, -4.43, 1.36], [2.26, -2.87, 1.82], [1.22, -2.96, 0.41], [-0.04, -1.83, 5.08], [1.14, -1.63, 4.02], [3.45, -0.84, -1.64], [4.60, -1.37, -0.78], [5.67, -0.31, -0.46], [6.54, 0.01, -1.53], [5.99, 0.88, -2.50], [5.18, -2.55, -1.43], [3.72, -0.77, -2.70], [2.60, -1.51, -1.59], [3.12, 0.14, -1.30], [4.16, -1.68, 0.17], [6.31, -0.72, 0.33], [5.22, 0.60, -0.04], [5.34, 1.63, -2.05], [5.45, 0.32, -3.26], [6.82, 1.40, -2.99], [5.86, -2.97, -0.80], [5.74, -2.22, -2.21], [7.31, 2.41, 3.86], [6.69, 2.51, 2.47], [7.26, 3.66, 1.62], [6.81, 4.96, 1.98], [7.44, 5.51, 3.12], [5.24, 2.60, 2.60], [6.90, 3.14, 4.56], [7.11, 1.43, 4.29], [8.39, 2.54, 3.83], [6.93, 1.58, 1.95], [6.92, 3.51, 0.59], [8.36, 3.64, 1.59], [8.50, 5.24, 3.17], [6.92, 5.21, 4.03], [7.36, 6.60, 3.04], [4.82, 2.55, 1.67], [5.02, 3.55, 2.91]],
  "lowdin_charge": [-0.096, -0.494, -0.027, 0.553, -0.314, -0.291, -0.258, -0.070, -0.607, 0.038, 0.008, 0.649, -0.428, -0.422, 0.048, 0.061, 0.033, 0.027, 0.033, 0.026, 0.102, 0.094, 0.115, 0.088, 0.045, 0.054, 0.001, 0.011, 0.014, 0.003, 0.002, 0.014, -0.078, -0.433, -0.214, -0.188, -0.102, 0.032, 0.062, 0.071, 0.079, 0.131, 0.121, 0.121, 0.088, 0.070, 0.091, 0.067, 0.067, -0.077, -0.432, -0.206, -0.188, -0.090, 0.038, 0.063, 0.072, 0.076, 0.132, 0.123, 0.121, 0.098, 0.075, 0.073, 0.071, 0.071, -0.060, -0.418, -0.210, -0.195, -0.108, 0.041, 0.070, 0.048, 0.090, 0.126, 0.116, 0.107, 0.090, 0.076, 0.084, 0.065, 0.066, -0.074, -0.432, -0.204, -0.188, -0.112, 0.046, 0.063, 0.076, 0.076, 0.125, 0.120, 0.119, 0.089, 0.073, 0.086, 0.065, 0.070],
  "lumo_energy_ev": 2.08,
  "charge": -1,
  "de_lowest_kcal_mol": 23.0,
  "homo_ev": -3.35,
  "e_tot_ha": -2302.16903
}


{
  "formula": "C22H62N2O8",
  "method": "ωB97M-V/def2-TZVPD",
  "symbols": ["C", "O", "C", "C", "C", "N", "H", "H", "H", "H", "H", "H", "H", "H", "H", "H", "H", "C", "O", "C", "C", "C", "N", "H", "H", "H", "H", "H", "H", "H", "H", "H", "H", "H", "C", "C", "C", "O", "H", "H", "H", "H", "H", "H", "H", "H", "C", "C", "C", "O", "H", "H", "H", "H", "H", "H", "H", "H", "C", "C", "C", "O", "H", "H", "H", "H", "H", "H", "H", "H", "C", "C", "C", "O", "H", "H", "H", "H", "H", "H", "H", "H", "C", "O", "H", "H", "H", "H", "C", "O", "H", "H", "H", "H"],
  "xyz": [[19.38, -0.01, -20.59], [18.05, -0.14, -20.02], [18.07, -0.21, -18.60], [16.57, -0.12, -18.21], [16.21, -0.21, -16.74], [15.85, -1.20, -18.94], [20.08, -0.75, -20.20], [19.68, 1.04, -20.50], [19.42, -0.12, -21.68], [18.66, -1.05, -18.24], [18.59, 0.67, -18.23], [16.22, 0.85, -18.56], [16.91, 0.43, -16.20], [16.27, -1.17, -16.24], [15.17, 0.07, -16.59], [14.87, -0.99, -19.09], [16.25, -1.11, -19.87], [12.89, -1.26, -21.70], [13.93, -2.17, -21.46], [13.56, -3.46, -21.90], [14.68, -4.43, -21.62], [14.65, -5.82, -22.23], [14.68, -4.62, -20.18], [12.13, -1.56, -20.97], [12.51, -1.12, -22.71], [13.14, -0.26, -21.35], [12.65, -3.78, -21.39], [13.32, -3.40, -22.97], [15.55, -3.83, -21.89], [14.52, -5.88, -23.31], [13.87, -6.40, -21.72], [15.56, -6.30, -21.86], [14.80, -3.80, -19.61], [13.78, -4.92, -19.82], [18.59, -2.86, -22.24], [18.57, -4.09, -23.19], [17.50, -3.86, -24.27], [19.88, -4.33, -23.87], [18.98, -2.05, -22.86], [19.14, -3.13, -21.33], [17.62, -2.61, -21.82], [18.27, -4.93, -22.56], [17.50, -4.64, -25.04], [17.74, -3.00, -24.90], [16.55, -3.79, -23.74], [20.48, -4.70, -23.22], [15.84, -4.30, -12.71], [14.60, -4.99, -13.27], [14.06, -6.11, -12.41], [13.63, -4.01, -13.37], [16.18, -3.46, -13.32], [16.68, -4.99, -12.79], [15.69, -3.96, -11.69], [14.79, -5.43, -14.25], [13.03, -6.40, -12.63], [14.11, -5.85, -11.35], [14.73, -6.97, -12.46], [13.99, -3.43, -14.05], [17.24, -5.18, -16.13], [17.26, -4.01, -17.10], [17.92, -4.20, -18.48], [15.99, -3.47, -17.42], [18.22, -5.67, -16.06], [16.45, -5.87, -16.42], [17.09, -4.80, -15.12], [17.79, -3.19, -16.60], [17.73, -3.27, -19.02], [17.46, -5.07, -18.95], [18.97, -4.49, -18.38], [16.16, -2.70, -17.96], [19.32, -1.42, -14.23], [19.83, 0.00, -14.36], [21.29, 0.17, -13.90], [19.78, 0.33, -15.76], [19.99, -2.22, -14.54], [18.39, -1.57, -14.79], [19.13, -1.54, -13.17], [19.15, 0.63, -13.79], [21.44, -0.34, -12.94], [21.54, 1.22, -13.78], [22.02, -0.23, -14.60], [20.30, 1.13, -15.86], [12.90, -2.12, -16.71], [13.87, -2.67, -15.82], [13.21, -1.30, -17.36], [12.38, -2.85, -17.33], [12.13, -1.68, -16.07], [14.58, -3.03, -16.36], [18.83, -7.45, -19.75], [19.90, -7.64, -20.65], [19.09, -6.80, -18.92], [17.99, -6.97, -20.26], [18.46, -8.38, -19.30], [20.60, -8.21, -20.32]],
  "lowdin_charge": [-0.077, -0.218, -0.188, -0.355, -0.048, 0.059, 0.091, 0.087, 0.069, 0.122, 0.114, 0.137, 0.074, 0.060, 0.077, 0.075, 0.068, -0.117, -0.194, -0.229, -0.431, -0.044, 0.050, 0.089, 0.091, 0.083, 0.125, 0.126, 0.109, 0.079, 0.076, 0.069, 0.048, 0.076, -0.065, -0.419, -0.052, -0.062, 0.078, 0.071, 0.066, 0.121, 0.077, 0.080, 0.056, 0.072, -0.060, -0.536, -0.054, -0.048, 0.067, 0.072, 0.084, 0.124, 0.082, 0.076, 0.077, 0.045, -0.022, -0.462, -0.039, -0.111, 0.082, 0.090, 0.049, 0.113, 0.060, 0.061, 0.077, 0.008, -0.058, -0.472, -0.055, -0.072, 0.086, 0.057, 0.083, 0.132, 0.078, 0.074, 0.083, 0.082, -0.133, -0.137, 0.056, 0.077, 0.081, 0.031, -0.173, -0.111, 0.056, 0.067, 0.081, 0.076],
  "lumo_energy_ev": 0.58,
  "smiles": "COC[C@H](C)N.COC[C@H](C)N.CC(C)O.CC(C)O.CC(C)O.CC(C)O.CO.CO",
  "charge": 0,
  "de_lowest_kcal_mol": 0.0,
  "homo_ev": -9.00,
  "e_tot_ha": -1586.71193
}


{
  "formula": "C22H63N5O10",
  "method": "ωB97M-V/def2-TZVPD",
  "symbols": ["O", "H", "H", "H", "C", "O", "O", "O", "H", "C", "C", "C", "O", "C", "N", "H", "H", "H", "H", "H", "H", "H", "H", "H", "H", "H", "C", "C", "C", "O", "C", "N", "H", "H", "H", "H", "H", "H", "H", "H", "H", "H", "H", "C", "C", "C", "O", "C", "N", "H", "H", "H", "H", "H", "H", "H", "H", "H", "H", "H", "C", "C", "C", "O", "C", "N", "H", "H", "H", "H", "H", "H", "H", "H", "H", "H", "H", "C", "C", "C", "O", "C", "N", "H", "H", "H", "H", "H", "H", "H", "H", "H", "H", "H", "C", "O", "H", "H", "H", "H"],
  "xyz": [[-2.09, 2.78, 1.13], [-2.71, 2.25, 1.57], [-1.44, 2.25, 0.82], [-1.67, 3.44, 1.57], [-0.35, 0.33, 1.17], [-1.10, 0.57, 2.20], [0.46, -0.76, 1.25], [-0.32, 1.07, 0.23], [0.34, -1.09, 2.08], [1.77, -4.61, -1.16], [2.82, -3.37, -1.02], [2.67, -2.34, -2.17], [2.81, -2.93, -3.50], [3.60, -2.18, -4.34], [2.79, -2.76, 0.18], [1.91, -5.35, -0.43], [1.76, -5.16, -2.02], [0.76, -4.27, -0.76], [3.69, -3.84, -1.24], [3.44, -1.57, -2.05], [1.75, -1.80, -2.06], [3.04, -1.23, -4.75], [3.71, -2.76, -5.28], [4.65, -2.01, -3.79], [1.92, -2.27, 0.34], [3.62, -2.25, 0.12], [-2.89, 0.65, -4.61], [-2.44, 0.15, -3.23], [-1.44, -1.04, -3.30], [-2.07, -2.23, -3.73], [-1.23, -3.34, -3.80], [-1.84, 1.11, -2.36], [-3.48, 1.67, -4.33], [-3.67, 0.02, -5.21], [-2.00, 1.25, -5.17], [-3.29, -0.31, -2.78], [-0.93, -1.27, -2.37], [-0.58, -0.90, -4.02], [-1.89, -4.15, -4.28], [-1.04, -3.82, -2.92], [-0.34, -3.48, -4.43], [-0.92, 1.38, -2.68], [-1.76, 1.03, -1.31], [1.74, 2.91, -3.57], [2.16, 1.89, -2.52], [2.42, 2.62, -1.19], [3.73, 3.25, -1.27], [4.31, 3.42, 0.03], [1.13, 0.83, -2.34], [0.74, 3.11, -3.02], [1.66, 2.47, -4.63], [2.30, 3.84, -3.62], [3.00, 1.31, -2.90], [2.51, 2.02, -0.52], [1.79, 3.39, -0.92], [3.54, 3.75, 0.72], [5.18, 4.05, -0.21], [4.69, 2.36, 0.49], [1.48, 0.00, -2.37], [0.56, 1.09, -1.67], [-4.27, 0.38, 0.24], [-4.83, 0.75, 1.49], [-5.58, -0.39, 2.18], [-6.70, -0.89, 1.27], [-7.54, -1.89, 1.88], [-3.96, 1.32, 2.38], [-3.77, 1.10, -0.33], [-4.88, -0.05, -0.50], [-3.58, -0.48, 0.21], [-5.71, 1.35, 1.22], [-5.93, -0.35, 3.29], [-4.91, -1.37, 2.26], [-7.86, -1.46, 2.85], [-6.90, -2.75, 2.02], [-8.42, -1.96, 1.23], [-3.75, 0.45, 2.95], [-4.39, 1.84, 3.18], [2.75, 3.38, 4.12], [2.05, 2.26, 3.28], [2.98, 0.91, 3.35], [4.25, 1.07, 2.86], [5.05, -0.05, 2.66], [0.71, 1.96, 3.94], [2.23, 4.39, 4.29], [3.64, 3.57, 3.67], [3.13, 3.30, 5.29], [1.91, 2.59, 2.12], [2.57, 0.08, 2.74], [2.88, 0.63, 4.29], [5.42, -0.38, 3.63], [5.66, 0.12, 1.91], [4.42, -0.82, 2.61], [0.69, 1.42, 4.68], [0.15, 1.43, 3.50], [-0.94, -1.82, 4.54], [-1.55, -1.96, 3.36], [-1.57, -2.38, 5.28], [-0.79, -0.79, 4.74], [-0.03, -2.44, 4.40], [-1.60, -1.23, 2.84]],
  "lowdin_charge": [0.374, 0.045, 0.013, 0.129, -0.720, -0.091, 0.137, 0.024, 0.038, -0.006, -0.440, -0.157, -0.207, -0.165, 0.075, 0.035, 0.030, 0.093, 0.100, 0.108, 0.092, 0.109, 0.079, 0.130, 0.064, 0.063, -0.081, -0.457, -0.210, -0.180, -0.135, 0.033, 0.097, 0.098, 0.111, 0.114, 0.106, 0.133, 0.110, 0.031, 0.093, 0.025, 0.065, -0.054, -0.366, -0.152, -0.201, -0.093, 0.120, 0.102, 0.100, 0.063, 0.137, 0.012, 0.115, 0.063, 0.088, 0.121, -0.039, -0.030, -0.070, -0.529, -0.139, -0.238, -0.097, 0.046, 0.061, 0.076, 0.115, 0.165, 0.145, 0.155, 0.085, 0.080, 0.090, 0.122, 0.133, -0.094, -0.273, -0.193, -0.178, -0.064, 0.093, 0.081, -0.003, 0.135, 0.164, 0.118, 0.069, 0.106, 0.053, 0.034, 0.002, -0.077, -0.201, -0.095, 0.099, 0.066, 0.090, -0.026],
  "lumo_energy_ev": -0.08,
  "charge": 0,
  "de_lowest_kcal_mol": 17.5,
  "homo_ev": -8.27,
  "e_tot_ha": -1901.64271
}


{
  "formula": "C22H65Cl2O26P5",
  "method": "ωB97M-V/def2-TZVPD",
  "symbols": ["C", "O", "P", "O", "O", "C", "O", "C", "H", "H", "H", "H", "H", "H", "H", "H", "H", "C", "O", "P", "O", "O", "C", "O", "C", "H", "H", "H", "H", "H", "H", "H", "H", "H", "C", "O", "P", "O", "O", "C", "O", "C", "H", "H", "H", "H", "H", "H", "H", "H", "H", "C", "O", "P", "O", "O", "C", "O", "C", "H", "H", "H", "H", "H", "H", "H", "H", "H", "C", "O", "P", "O", "O", "C", "O", "C", "H", "H", "H", "H", "H", "H", "H", "H", "H", "C", "C", "O", "O", "H", "H", "H", "H", "H", "H", "C", "C", "O", "O", "H", "H", "H", "H", "H", "H", "C", "C", "O", "O", "H", "H", "H", "H", "H", "H", "C", "Cl", "Cl", "H", "H"],
  "xyz": [[2.69, 2.90, -1.51], [3.74, 3.23, -2.42], [3.49, 3.00, -4.01], [2.37, 3.87, -4.53], [4.87, 3.28, -4.82], [5.41, 4.58, -4.79], [3.28, 1.35, -4.08], [2.76, 0.73, -5.31], [2.34, 3.84, -1.09], [3.08, 2.12, -0.85], [1.89, 2.28, -1.92], [4.74, 5.25, -4.25], [5.45, 4.87, -5.84], [6.38, 4.51, -4.31], [2.57, -0.34, -5.27], [3.43, 0.89, -6.16], [1.83, 1.19, -5.65], [4.10, 0.24, 0.50], [3.85, -1.14, 0.73], [2.48, -1.66, 1.44], [1.44, -0.65, 1.72], [2.97, -2.32, 2.80], [4.16, -3.13, 2.82], [1.96, -2.98, 0.63], [1.61, -2.91, -0.74], [4.84, 0.23, -0.30], [4.48, 0.76, 1.38], [3.30, 0.77, -0.01], [4.71, -2.81, 3.70], [4.92, -3.05, 2.04], [3.88, -4.17, 3.00], [2.25, -2.20, -1.27], [0.54, -2.74, -0.69], [1.76, -3.94, -1.07], [-2.42, -3.99, -0.98], [-1.75, -4.33, 0.19], [-2.52, -4.13, 1.63], [-3.94, -4.58, 1.72], [-2.46, -2.52, 1.83], [-1.21, -1.83, 1.76], [-1.41, -4.66, 2.74], [-1.46, -4.52, 4.12], [-3.51, -3.93, -0.98], [-2.36, -4.89, -1.60], [-2.01, -3.12, -1.50], [-0.94, -1.52, 2.77], [-1.61, -0.91, 1.34], [-0.46, -2.25, 1.10], [-2.42, -4.18, 4.51], [-0.69, -3.79, 4.34], [-1.20, -5.41, 4.70], [1.21, 2.78, 3.32], [1.24, 3.92, 2.61], [2.33, 4.16, 1.40], [2.68, 2.97, 0.56], [1.64, 5.39, 0.61], [0.66, 5.32, -0.44], [3.52, 4.89, 2.11], [3.26, 5.89, 3.12], [0.66, 2.85, 4.26], [2.23, 2.74, 3.70], [1.10, 1.85, 2.77], [-0.27, 5.85, -0.26], [0.37, 4.32, -0.76], [1.13, 5.77, -1.31], [2.40, 6.52, 2.89], [4.05, 6.64, 3.03], [3.25, 5.60, 4.17], [-6.67, -2.91, -2.97], [-5.42, -2.30, -2.55], [-5.42, -1.54, -1.10], [-6.66, -0.72, -0.69], [-5.00, -2.74, -0.11], [-5.72, -3.90, 0.15], [-4.05, -0.80, -1.17], [-3.56, -0.01, -0.13], [-7.42, -2.16, -3.20], [-7.03, -3.53, -2.15], [-6.36, -3.40, -3.90], [-5.63, -4.72, -0.56], [-6.76, -3.58, 0.22], [-5.31, -4.39, 1.04], [-3.93, -0.09, 0.89], [-3.33, 1.01, -0.44], [-2.52, -0.31, 0.03], [0.21, -2.36, -2.95], [0.54, -0.87, -2.72], [1.01, -0.67, -1.44], [1.38, -3.18, -3.26], [-0.50, -2.50, -3.77], [-0.17, -2.83, -2.05], [-0.35, -0.24, -2.79], [1.28, -0.55, -3.46], [0.78, 0.22, -1.15], [1.24, -4.06, -2.90], [-0.41, 0.13, 0.67], [0.71, 1.04, 0.18], [0.85, 1.22, -1.17], [-0.50, -0.01, 2.14], [-0.08, -0.83, 0.28], [-1.43, 0.21, 0.28], [1.62, 0.52, 0.48], [0.87, 2.03, 0.63], [1.42, 1.99, -1.25], [0.26, -0.58, 2.30], [-2.88, 0.49, 5.18], [-2.27, -0.18, 3.93], [-2.21, 0.61, 2.77], [-4.30, 0.38, 5.15], [-2.60, 1.55, 5.13], [-2.51, 0.01, 6.08], [-2.90, -1.06, 3.79], [-1.23, -0.48, 4.07], [-1.36, 0.47, 2.33], [-4.53, 0.94, 4.40], [-0.71, 2.47, -2.63], [-2.37, 2.28, -3.13], [0.44, 1.37, -3.44], [-0.58, 3.54, -2.83], [-0.57, 2.23, -1.57]],
  "lowdin_charge": [-0.132, -0.159, 0.502, -0.274, -0.228, -0.107, -0.267, -0.118, 0.090, 0.080, 0.036, 0.083, 0.096, 0.094, 0.085, 0.086, 0.057, -0.065, -0.183, 0.571, -0.218, -0.186, -0.088, -0.174, -0.123, 0.108, 0.109, 0.046, 0.087, 0.091, 0.094, 0.110, 0.063, 0.107, -0.117, -0.203, 0.602, -0.247, -0.177, -0.125, -0.223, -0.130, 0.065, 0.101, 0.084, 0.098, 0.058, 0.108, 0.096, 0.086, 0.087, -0.141, -0.207, 0.545, -0.302, -0.195, -0.077, -0.179, -0.080, 0.108, 0.088, 0.077, 0.102, 0.065, 0.104, 0.090, 0.091, 0.097, -0.081, -0.238, 0.475, -0.273, -0.258, -0.163, -0.184, -0.094, 0.086, 0.071, 0.092, 0.093, 0.095, 0.027, 0.114, 0.091, 0.032, -0.186, -0.331, -0.135, -0.092, 0.122, 0.058, 0.053, 0.057, -0.262, 0.071, -0.085, -0.150, -0.226, -0.160, 0.105, 0.096, 0.083, 0.119, -0.033, 0.006, -0.223, -0.229, -0.057, -0.068, 0.111, 0.114, 0.120, 0.117, -0.270, 0.081, -0.864, 0.603, 0.876, 0.035, 0.035],
  "lumo_energy_ev": 0.25,
  "charge": 0,
  "homo_ev": -8.60,
  "e_tot_ha": -5460.09208
}


Number 1: HOMO-LUMO gap 5.432 eV, molecular weight 681.17 u. Number 2: HOMO-LUMO gap 9.575 eV, molecular weight 482.74 u. Number 3: HOMO-LUMO gap 8.187 eV, molecular weight 557.77 u. Number 4: HOMO-LUMO gap 8.855 eV, molecular weight 971.51 u.